ORCA calculation (wB97M-V/def2-TZVPD) on a structure of composition C6H10 in a non-equilibrium geometry.

Last column: natural (NBO) charge in e.
Positions of all 16 atoms, in Å:
C: 0.39 0.84 -1.35  -0.084
C: 0.00 -1.08 -0.77  -0.360
C: -0.63 0.91 0.56  -0.098
C: 1.31 -0.33 -1.10  -0.467
C: -0.83 0.28 -0.75  -0.359
C: -1.00 0.11 1.78  -0.678
H: 0.41 1.43 -2.27  0.183
H: -2.01 -0.31 1.61  0.212
H: -0.30 1.93 0.69  0.198
H: 2.03 -0.18 -0.29  0.210
H: -0.31 -1.67 -1.63  0.208
H: -0.36 -0.76 2.00  0.212
H: -1.05 0.71 2.69  0.219
H: -1.84 0.23 -1.19  0.200
H: 1.85 -0.71 -1.98  0.207
H: -0.05 -1.67 0.15  0.196

- Energy relative to the best compared isomer or geometry (same formula, charge and spin): 4.401 eV
- LUMO (spin up / spin down): 0.6902 / 0.8389 eV